C11H18 | ωB97M-V/def2-TZVPD

Output
**Orbital gap**: 10.018 eV
**LUMO level**: 0.971 eV
**ΔE to the lowest compared entry with this formula, charge and spin**: 143.3 kJ/mol
**E_HOMO**: -9.047 eV
**SMILES**: CCc1ccccc1.CCC

```
! wB97M-V def2-TZVPD RIJCOSX def2/J DEFGRID3
* xyz 0 1
C 0.081 -2.145 1.662
C 0.789 -2.143 0.309
C 1.125 -1.706 2.723
H -0.877 -1.615 1.580
H -0.189 -3.146 1.999
H 1.817 -2.561 0.465
H 0.962 -1.158 -0.080
H 0.818 -2.135 3.695
H 2.085 -2.154 2.446
H 0.072 -2.496 -0.435
H 1.279 -0.608 2.630
C -1.765 1.183 0.057
C -1.994 2.644 0.613
C -0.652 0.992 -0.928
C 0.663 1.162 -0.462
C -0.904 0.657 -2.245
C 1.743 0.860 -1.292
C 0.174 0.284 -3.052
C 1.453 0.478 -2.609
H -1.658 0.434 0.901
H -2.724 0.850 -0.369
H -1.104 3.283 0.658
H 0.811 1.614 0.496
H -1.927 0.693 -2.590
H 2.693 1.154 -0.863
H -0.061 -0.200 -4.000
H 2.300 0.113 -3.221
H -2.214 2.366 1.660
H -2.796 3.300 0.254
*
```